# 1
DFT (ωB97M-V/def2-TZVPD) results for 2 unconnected molecules or ions with the total composition C4H12N2Si in a non-equilibrium geometry.

Computed properties:
Lowest unoccupied orbital energy: 0.02812 Ha
SMILES: C/C=[Si](/C)N.C=N
HOMO: -6.96 eV
Frontier orbital gap: 7.73 eV

The geometry in XYZ format:
```
19
Properties=species:S:1:pos:R:3:forces:R:3:nbo_charge:R:1
H -0.247499 -2.453286 1.566615 -0.036 -0.261 0.867 0.24
H 3.175654 0.769395 -0.590519 -0.737 0.995 -1.703 0.19
H 2.914951 -1.670736 0.169220 1.615 0.499 -0.540 0.39
H 2.893624 -0.397036 -1.779115 -0.947 0.946 -0.080 0.19
H 0.396190 1.317372 -1.157281 -1.151 0.942 -0.078 0.23
H -1.507206 -1.914988 0.499886 -0.252 -0.507 -0.831 0.25
N -3.560376 1.157264 0.541385 -0.862 0.743 1.405 -0.60
H -2.445941 2.209948 -0.530285 2.170 0.523 -2.192 0.16
C 1.044693 0.523656 -0.967179 0.801 -3.097 1.374 -0.97
N 2.027345 -1.990020 0.420813 -0.535 -0.186 0.066 -1.30
H 2.635473 1.233845 -2.428657 -0.207 -0.259 1.604 0.22
C 2.452968 0.622419 -1.488168 2.388 -1.576 0.281 -0.65
C -0.678184 -1.592710 1.098595 -0.446 1.549 -0.929 -1.12
C -3.120094 2.309126 0.226704 -1.868 0.576 1.486 -0.04
Si 0.753982 -0.892813 0.068366 -0.707 0.805 -0.271 1.65
H -4.263617 1.164128 1.313869 0.524 0.228 -0.678 0.33
H 2.131631 -2.938700 0.774874 -0.778 0.571 -0.114 0.41
H -3.368941 3.400920 0.549547 0.077 -2.108 -0.007 0.15
H -1.234651 -0.857785 1.711328 0.954 -0.384 0.341 0.27
```
Positions in Å, forces in eV/Å.

# 2
DFT (ωB97M-V/def2-TZVPD) results for a molecular structure, C31H30N4O8PSScSe2.

Computed properties:
Lowest unoccupied orbital energy: 0.15923 Ha
HOMO: -2.42 eV
Frontier orbital gap: 6.75 eV
Net charge: -2

The geometry in XYZ format:
```
78
Properties=species:S:1:pos:R:3:forces:R:3:nbo_charge:R:1
H -3.577213 1.588866 -2.229107 -0.019 0.011 -0.003 0.24
Sc 1.102104 1.182896 -0.189797 0.226 -0.028 -0.140 1.90
O 3.407314 1.319687 2.802269 0.030 0.004 -0.025 -0.66
C -0.064589 -2.664978 -5.355301 0.000 0.002 0.013 -0.63
P -2.860664 0.862306 0.526130 0.052 0.014 -0.033 0.97
C -0.687439 1.305960 -2.872208 0.074 -0.024 0.046 0.81
N 2.791692 3.084481 -0.024573 -0.123 -0.037 -0.080 -0.47
C -4.291705 -1.610592 -3.108676 0.012 -0.024 0.013 -0.23
H 1.278161 -1.361727 5.299311 0.001 -0.001 -0.009 0.16
H 3.846910 -1.762043 4.563796 0.004 -0.004 -0.005 0.17
H -3.224274 -1.970956 0.090072 -0.015 -0.009 0.000 0.23
H 1.465036 1.285715 3.401945 0.008 0.007 -0.006 0.15
C -6.578526 0.121354 2.100120 -0.002 0.001 -0.003 -0.23
H -4.635497 -2.200013 -3.951237 0.002 0.006 -0.001 0.20
H 0.900347 -1.953053 3.654164 -0.008 -0.030 -0.020 0.23
H 3.181628 -3.236833 -2.030526 0.006 0.001 -0.012 0.23
O 4.622943 0.458944 -2.240911 -0.036 0.024 -0.002 -0.70
H 3.232486 5.389007 2.349911 0.005 0.002 -0.003 0.24
N 2.394621 -0.499066 3.741473 -0.015 0.008 0.049 -0.42
H 5.519910 4.603207 -1.222671 0.000 0.006 0.003 0.21
H -0.929674 -3.322051 -5.474696 0.002 0.003 -0.006 0.20
H 0.357318 -0.356969 4.147208 0.023 0.018 0.022 0.23
C -3.700798 0.515804 -2.149329 0.034 0.005 -0.017 -0.13
C 1.309413 -2.524525 -1.292220 -0.032 0.056 -0.001 -0.26
C -5.015446 -0.073920 3.910444 -0.041 -0.011 0.009 -0.21
S 1.939868 -2.190280 0.341300 0.032 -0.111 -0.104 2.34
N 2.330956 -0.651828 0.314665 0.044 0.026 0.255 -1.10
C 3.679096 -0.405436 -0.220533 -0.057 0.094 -0.113 -0.37
C -6.322423 -0.110169 3.446136 0.016 0.003 0.009 -0.23
C 3.814777 3.378192 -0.828087 0.048 0.019 -0.012 0.06
C 0.417383 -2.656139 -3.928902 -0.018 0.012 -0.013 -0.03
O 3.106635 -3.046171 0.487321 -0.035 0.035 0.028 -1.01
H -7.596069 0.095590 1.727615 0.001 0.001 0.000 0.20
H -4.808019 -0.252475 4.959062 0.011 0.003 -0.003 0.20
C -4.142029 -0.239706 -3.231641 -0.025 0.027 -0.008 -0.23
C -3.968829 0.184553 3.035247 0.046 -0.002 -0.013 -0.23
C 1.712641 -3.033940 -3.599097 0.018 -0.008 0.000 -0.23
C 4.514641 5.154775 0.609044 -0.003 -0.008 -0.011 -0.17
C 4.699642 4.406727 -0.545426 -0.014 0.000 0.014 -0.27
H 4.241521 -1.322929 -0.379077 0.034 -0.005 0.048 0.23
Se -2.977788 2.952868 0.161080 -0.047 0.036 0.036 -0.55
H 0.718722 -3.004038 -6.034616 -0.001 -0.002 -0.003 0.20
H -1.443154 -1.912450 -3.150142 -0.002 0.000 -0.005 0.21
C -3.387329 -0.101656 -0.950077 -0.028 -0.085 0.067 -0.40
H 5.196482 5.959840 0.857903 0.000 0.000 0.001 0.20
H -0.371394 -1.661608 -5.657445 0.002 0.001 0.002 0.23
C 1.168288 -1.077755 4.246153 0.017 -0.002 -0.062 -0.41
C -3.970244 -2.236926 -1.906899 -0.002 -0.020 -0.015 -0.22
H -2.943748 0.201446 3.385326 -0.009 -0.001 0.005 0.24
C 1.397737 3.433600 1.897143 -0.028 -0.014 -0.041 0.78
H -4.057370 -3.313364 -1.815224 -0.002 0.007 0.010 0.20
H 4.350569 -0.798254 3.152083 -0.008 -0.003 -0.003 0.24
C -4.218427 0.417439 1.688760 -0.002 0.027 -0.006 -0.25
C -3.510363 -1.488505 -0.837722 0.000 0.043 -0.020 -0.20
H 4.248584 0.201482 0.493241 -0.028 0.024 0.008 0.23
H -4.357617 0.250903 -4.173072 0.024 0.000 0.010 0.21
H -5.738463 0.582627 0.183075 0.012 0.006 0.012 0.22
H 3.294179 -2.206320 2.927530 0.004 0.003 0.004 0.23
O 0.858075 -2.411847 1.270485 -0.019 -0.006 0.018 -0.98
H 3.924153 2.766174 -1.713682 -0.016 -0.005 0.004 0.25
C -5.533743 0.389373 1.229883 -0.008 -0.004 -0.012 -0.22
C 0.001432 -2.168183 -1.600374 0.005 -0.001 0.013 -0.23
H -0.651897 -1.804428 -0.815437 0.002 -0.017 -0.014 0.26
Se -1.082778 -0.133254 1.292501 -0.080 0.007 -0.040 -0.53
O 2.504850 0.978049 -1.736875 0.010 -0.106 -0.038 -0.84
O 0.697568 2.500578 1.363407 0.080 -0.099 0.063 -0.83
O -1.150821 1.302660 -3.970679 -0.009 0.000 -0.013 -0.65
C 3.536160 -1.371497 3.588179 -0.006 -0.010 0.012 -0.43
H 2.389731 -3.359975 -4.381706 -0.002 0.002 0.002 0.19
C 2.165867 -2.966375 -2.287047 0.000 0.000 0.005 -0.21
C 2.430014 0.768671 3.288293 -0.056 0.028 -0.002 0.54
N -0.242739 1.305651 -1.771707 -0.159 0.114 0.027 -0.94
C 3.446179 4.856498 1.434297 0.002 -0.006 -0.004 -0.22
H -7.138532 -0.317911 4.128672 0.001 0.000 -0.002 0.19
O 1.183868 4.012615 2.950036 -0.013 -0.004 0.009 -0.65
C 2.609744 3.813909 1.070727 0.013 0.026 0.037 0.14
C 3.624758 0.378865 -1.528175 0.066 -0.023 0.059 0.79
C -0.434399 -2.231164 -2.911115 0.002 0.000 0.011 -0.16
```
Positions in Å, forces in eV/Å.

# 3
DFT (ωB97M-V/def2-TZVPD) results for 2 unconnected molecules or ions with the total composition CH2Cl3OP in a non-equilibrium geometry.

Computed properties:
Lowest unoccupied orbital energy (alpha / beta): -0.03767 / -0.00964 Ha
HOMO (alpha / beta): -7.61 / -8.80 eV
Frontier orbital gap (alpha / beta): 6.58 / 8.54 eV

The geometry in XYZ format:
```
8
Properties=species:S:1:pos:R:3:forces:R:3:nbo_charge:R:1
Cl -2.536251 1.156814 1.369461 -0.169 -0.388 -0.172 0.04
Cl -3.516217 -1.564919 0.914684 0.084 0.216 -0.188 0.09
O 0.220479 1.068445 -1.929340 -0.234 2.428 -1.207 -0.97
Cl -3.555884 0.435603 -1.243969 -0.020 -0.199 0.064 0.07
H -0.348874 1.689140 -1.454233 0.255 0.295 -0.572 0.50
C -2.912790 -0.112709 0.244734 -0.246 0.431 0.374 -0.23
H -0.697756 0.211895 -0.147595 0.331 -0.512 0.284 -0.14
P 0.230251 -0.274413 -1.106483 -0.001 -2.271 1.418 0.63
```
Positions in Å, forces in eV/Å.

# 4
DFT (ωB97M-V/def2-TZVPD) results for a molecular structure, C3H4LiMgO3 in a non-equilibrium geometry.

Computed properties:
Lowest unoccupied orbital energy (alpha / beta): -0.21583 / -0.21382 Ha
HOMO (alpha / beta): -11.94 / -11.48 eV
Frontier orbital gap (alpha / beta): 6.06 / 5.67 eV
Net charge: +1

The geometry in XYZ format:
```
12
Properties=species:S:1:pos:R:3:forces:R:3:nbo_charge:R:1
H 0.137708 3.011666 0.620322 0.401 -0.253 -0.028 0.27
H -0.525164 1.913036 1.842076 -0.593 0.069 -0.920 0.25
O 1.622615 -0.669063 -0.579854 3.376 1.620 1.025 -0.80
O -0.326906 -1.430981 0.055955 -2.079 -0.409 1.103 -0.76
C -1.056752 1.424485 -0.211275 -4.843 -1.913 4.992 0.14
Li -2.223912 -0.798192 0.965000 0.364 -0.265 -0.419 0.97
C -0.097968 1.956736 0.821185 0.624 1.170 -0.730 -1.10
O -2.127485 0.912718 0.447259 2.732 0.361 -1.779 -0.79
H -1.359508 0.987089 -1.200083 0.510 2.165 -0.618 0.35
Mg 1.602668 0.736992 1.132813 -0.193 -0.944 -1.778 1.61
C 0.467482 -0.975169 -0.724180 -1.228 -0.157 -0.579 0.76
H -0.022143 1.124160 -1.313875 0.929 -1.444 -0.267 0.10
```
Positions in Å, forces in eV/Å.

Relative energy (zero: lowest compared OMol25 entry of this formula, charge and spin) values, unit kJ/mol, following the record order: 318.3 7.4 492.4 621.0.
Total energy values, unit eV, following the record order: -15197.8114 -226502.5393 -49969.9088 -14956.1467.